(1)
The following is a quantum chemistry calculation of a molecular structure, BaH16O8, from OMol25.

Total energy (eV): -17322.6467
Kohn-Sham gap (eV): 11.9849
Maximum force (eV/A): 2.65
Highest occupied orbital energy (eV): -18.5173
Net charge: +2
Energy relative to the best compared isomer or geometry (same formula, charge and spin) (kJ/mol): 118.0

Each line ends with the Löwdin charge.
Geometry (Å):
H  2.227  1.021  -2.113  0.048
H  0.058  -3.046  1.532  0.034
Ba  -0.006  0.089  0.532  2.165
H  -0.513  3.331  1.364  0.046
O  0.597  -1.221  -1.767  -0.154
H  -1.959  1.713  -2.021  0.084
O  2.777  -0.685  -0.010  -0.089
O  0.587  -2.681  0.836  -0.135
O  1.636  1.452  -1.527  -0.093
H  0.354  -1.871  -2.450  0.110
O  -0.632  2.748  0.642  -0.170
H  3.180  -0.700  0.833  0.052
H  -1.047  3.341  -0.012  0.087
H  -3.249  0.086  0.158  0.080
H  3.476  -0.410  -0.574  0.060
O  -1.308  0.968  -1.995  -0.156
H  -0.463  1.335  -2.383  0.053
H  2.063  2.238  -1.220  0.066
H  0.157  -3.083  0.057  0.075
H  -3.264  0.187  1.696  0.078
H  1.468  -1.393  -1.515  -0.025
O  -2.700  0.345  0.920  -0.187
O  -1.255  -1.315  2.631  -0.136
H  -0.604  -1.776  3.125  0.043
H  -1.591  -0.672  3.252  0.065

(2)
The following is a quantum chemistry calculation of a molecular structure, BaH18O9, from OMol25.

Total energy (eV): -19409.6862
Kohn-Sham gap (spin up / spin down) (eV): 2.7129 / 11.7626
Maximum force (eV/A): 0.77
Highest occupied orbital energy (spin up / spin down) (eV): -5.4548 / -14.6882
Multiplicity: 2
Net charge: +1
Energy relative to the best compared isomer or geometry (same formula, charge and spin) (kJ/mol): 10.3
Expectation value of S²: 0.750

Each line ends with the Löwdin charge.
Geometry (Å):
H  1.187  -2.520  -1.948  0.038
O  -1.921  2.196  0.207  -0.165
H  3.105  -0.864  0.605  0.027
H  0.282  1.183  -2.960  0.045
O  -2.226  -0.653  -1.469  -0.184
H  -2.783  2.245  -0.206  0.052
H  -2.016  2.690  1.021  0.044
O  -0.187  1.541  -2.207  -0.221
H  -2.249  -0.190  2.674  0.054
H  2.490  -0.740  1.983  0.033
O  0.525  2.007  1.983  -0.166
H  3.142  1.093  -0.633  0.025
O  -0.086  -2.607  1.065  -0.147
O  0.320  -2.154  -1.768  -0.155
O  2.395  1.153  -1.228  -0.148
H  -0.674  -3.255  1.454  0.049
H  -2.713  -0.286  -2.206  0.053
H  -0.218  -2.439  -2.507  0.038
O  2.296  -0.616  1.054  -0.223
H  1.032  2.816  2.038  0.055
H  -0.646  2.307  -2.552  0.061
H  -1.042  -1.089  2.836  0.029
Ba  -0.076  0.141  -0.012  1.853
O  -1.442  -0.460  2.236  -0.205
H  0.791  -2.963  1.212  0.030
H  -2.445  -1.584  -1.475  0.045
H  0.373  1.756  2.894  0.036
H  2.785  1.293  -2.091  0.047

(3)
The following is a quantum chemistry calculation of a molecular structure, BeCl4, from OMol25.

Total energy (eV): -50494.4688
Kohn-Sham gap (eV): 7.7561
Maximum force (eV/A): 2.00
Highest occupied orbital energy (eV): -2.3781
Net charge: -2
Energy relative to the best compared isomer or geometry (same formula, charge and spin) (kJ/mol): 221.3

Each line ends with the Löwdin charge.
Geometry (Å):
Cl  -2.328  -1.176  -0.912  -0.598
Cl  0.724  2.357  -0.214  -0.588
Cl  2.124  -0.874  -1.804  -0.620
Cl  -0.633  -0.004  2.797  -0.591
Be  0.113  -0.303  0.134  0.397

(4)
The following is a quantum chemistry calculation of a molecular structure, BeCl5, from OMol25.

Total energy (eV): -63008.9791
Kohn-Sham gap (eV): 3.8515
Maximum force (eV/A): 1.06
Highest occupied orbital energy (eV): -0.5710
Net charge: -3
Energy relative to the best compared isomer or geometry (same formula, charge and spin) (kJ/mol): 653.7

Each line ends with the Löwdin charge.
Geometry (Å):
Cl  2.985  -0.654  2.624  -0.774
Cl  -2.676  2.091  -2.107  -0.767
Cl  2.813  1.018  -2.678  -0.778
Be  0.073  0.513  0.214  0.835
Cl  -0.570  -3.125  -1.170  -0.733
Cl  -2.625  0.156  3.118  -0.783

Q: What is the maximum force in the third record?
A: 2.00 eV/A

Q: Among the records above, which one has the highest energy relative to the best compared isomer or geometry (same formula, charge and spin)?
A: BeCl5